1.
# C3H9N3O

2 unconnected molecules or ions with the total composition C3H9N3O in a non-equilibrium geometry (ωB97M-V/def2-TZVPD, the Open Molecules 2025 dataset).

Geometry as XYZ:
```
16
C3H9N3O, DFT ωB97M-V/def2-TZVPD
N -3.62 -0.65 -1.11
C -3.12 0.27 -0.21
N -3.38 1.60 -0.63
O -2.28 -0.03 0.67
H -3.53 -1.62 -0.98
H -4.27 -0.28 -1.80
H -3.31 2.30 0.08
H -4.24 1.75 -1.17
C 2.39 0.20 0.55
N 3.32 -0.23 1.30
C 3.96 -1.40 0.80
H 1.80 0.87 1.03
H 2.34 -0.09 -0.50
H 5.03 -1.05 0.66
H 3.70 -2.17 1.56
H 3.56 -1.57 -0.18
```

As for the strongest force on any atom: 3.26 eV/A. For the energy above the lowest of the compared OMol25 structures with the same formula, charge and spin, the calculation gives 39.9 kcal per mole. As for the structure (SMILES): NC(N)=O.C=NC. As for the HOMO-LUMO gap: 10.085 eV.

Results of the natural (NBO) charge analysis, in e, for atoms 1 through 8: number 1, N, carries -0.837; number 2, C, carries 0.768; number 3, N, carries -0.844; number 4, O, carries -0.642; number 5, H, carries 0.409; number 6, H, carries 0.380; number 7, H, carries 0.396; number 8, H, carries 0.369

2.
# C5H13NO2

2 unconnected molecules or ions with the total composition C5H13NO2 (ωB97M-V/def2-TZVPD, the Open Molecules 2025 dataset).

Geometry as XYZ:
```
21
C5H13NO2, DFT ωB97M-V/def2-TZVPD
C 2.51 0.09 0.60
C 1.35 0.31 -0.32
N 0.09 0.18 0.14
C -0.42 0.34 1.49
C -1.36 -0.78 1.92
C -2.46 -1.15 0.91
O 1.56 0.45 -1.54
H 2.95 -0.89 0.34
H 2.28 0.10 1.65
H 3.28 0.84 0.41
H -0.61 0.28 -0.59
H -0.94 1.30 1.58
H 0.41 0.39 2.18
H -1.81 -0.49 2.87
H -0.77 -1.66 2.11
H -2.44 -0.63 -0.05
H -2.47 -2.21 0.71
H -3.46 -0.93 1.29
H -0.95 1.39 -3.16
H 0.12 0.46 -2.53
O -0.80 0.48 -2.89
```

As for the strongest force on any atom: 0.55 eV/A. The net charge is -1. Its spin multiplicity is 2. For the energy above the lowest of the compared OMol25 structures with the same formula, charge and spin, the calculation gives 12.0 kcal per mole. As for the HOMO-LUMO gap (spin up / spin down): 2.656 / 9.969 eV.

Results of the natural (NBO) charge analysis, in e, for atoms 1 through 8: number 1, C, carries -0.891; number 2, C, carries 0.627; number 3, N, carries -0.619; number 4, C, carries -0.553; number 5, C, carries -0.534; number 6, C, carries -0.653; number 7, O, carries -0.713; number 8, H, carries 0.217

3.
# C47H37GeN6O4V

A molecular structure, C47H37GeN6O4V in a non-equilibrium geometry (ωB97M-V/def2-TZVPD, the Open Molecules 2025 dataset).

Geometry as XYZ:
```
96
C47H37GeN6O4V, DFT ωB97M-V/def2-TZVPD
V 0.11 -0.46 0.31
O 6.23 -1.39 3.35
C 5.26 -0.87 3.93
O 5.18 -0.23 4.99
C 3.91 -1.02 3.17
C 3.88 -1.61 1.91
C 2.68 -1.61 1.22
N 1.58 -1.04 1.72
C 1.57 -0.57 2.97
C 2.72 -0.54 3.72
C 0.21 -0.16 3.39
C -0.06 0.39 4.63
C -1.38 0.71 4.94
C -2.37 0.46 4.01
C -2.01 -0.09 2.79
N -0.75 -0.40 2.48
C 2.45 -2.24 -0.11
C 3.34 -3.13 -0.69
C 2.99 -3.75 -1.87
C 1.74 -3.48 -2.43
C 0.91 -2.59 -1.80
N 1.25 -1.98 -0.67
H 4.81 -2.01 1.53
H 2.79 -0.16 4.73
H 0.74 0.57 5.34
H -1.62 1.15 5.90
H -3.41 0.69 4.21
H -2.75 -0.30 2.03
H 4.29 -3.32 -0.21
H 3.67 -4.45 -2.35
H 1.42 -3.96 -3.35
H -0.07 -2.33 -2.19
C -0.15 3.65 1.87
C -0.46 2.48 0.98
O 0.27 1.48 1.08
C -1.55 2.54 0.03
C -2.26 3.74 -0.15
C -3.19 3.88 -1.16
C -3.44 2.81 -2.02
C -2.78 1.60 -1.86
C -1.86 1.45 -0.82
O -1.30 0.24 -0.70
H 0.71 3.41 2.50
H -1.01 3.89 2.49
H 0.08 4.54 1.28
H -2.05 4.59 0.48
H -3.72 4.81 -1.29
H -4.15 2.92 -2.82
H -2.98 0.76 -2.51
Ge 1.88 0.83 -1.23
C 1.11 2.38 -2.08
C 0.45 2.25 -3.30
C -0.07 3.36 -3.95
C 0.06 4.62 -3.38
C 0.73 4.77 -2.17
C 1.24 3.66 -1.53
C 3.49 1.13 -0.19
C 4.68 0.57 -0.65
C 5.86 0.70 0.06
C 5.87 1.39 1.26
C 4.70 1.97 1.73
C 3.52 1.84 1.01
H 2.23 -0.17 -2.36
H 0.34 1.27 -3.76
H -0.58 3.24 -4.90
H -0.34 5.48 -3.89
H 0.85 5.75 -1.74
H 1.80 3.79 -0.60
H 4.70 0.02 -1.59
H 6.77 0.25 -0.30
H 6.77 1.45 1.85
H 4.70 2.50 2.68
H 2.61 2.28 1.41
C -1.68 -4.22 1.52
C -0.81 -3.25 1.08
N -1.21 -2.18 0.37
C -2.51 -2.09 0.07
C -3.45 -3.05 0.43
C -3.02 -4.12 1.20
C -4.87 -2.88 0.08
C -5.42 -2.59 -1.11
C -4.82 -2.41 -2.44
C -5.66 -2.27 -3.54
C -5.07 -2.10 -4.78
N -3.75 -2.09 -4.94
C -3.04 -2.24 -3.83
N -3.49 -2.40 -2.60
H -1.30 -5.05 2.10
H 0.25 -3.31 1.30
H -2.80 -1.23 -0.50
H -3.73 -4.87 1.54
H -5.56 -3.04 0.90
H -6.51 -2.52 -1.12
H -6.74 -2.28 -3.43
H -5.67 -1.98 -5.67
H -1.96 -2.23 -3.95
```

As for the strongest force on any atom: 1.88 eV/A. The net charge is +1. Its spin multiplicity is 2. For the energy above the lowest of the compared OMol25 structures with the same formula, charge and spin, the calculation gives 0.0 kcal per mole. As for the HOMO-LUMO gap (spin up / spin down): 5.614 / 6.269 eV.

Results of the Löwdin charge analysis, in e, for atoms 1 through 8: number 1, V, carries 0.872; number 2, O, carries -0.019; number 3, C, carries -0.686; number 4, O, carries -0.017; number 5, C, carries -0.055; number 6, C, carries 0.077; number 7, C, carries -0.203; number 8, N, carries 0.044

4.
# C4H8ClNOS

4 unconnected molecules or ions with the total composition C4H8ClNOS in a non-equilibrium geometry (ωB97M-V/def2-TZVPD, the Open Molecules 2025 dataset).

Geometry as XYZ:
```
16
C4H8ClNOS, DFT ωB97M-V/def2-TZVPD
C -1.37 1.29 0.99
C -0.70 0.42 -0.01
C -0.63 -1.12 -0.18
C 2.34 -0.87 -0.54
H -2.45 1.85 -0.08
H -2.13 0.36 2.21
H -0.46 2.37 1.45
H -0.93 0.83 -0.90
H -0.27 -1.46 -1.36
H -0.11 -1.76 0.74
H 2.01 1.37 -1.05
H 2.94 -1.28 -1.48
N 1.63 0.37 -0.75
O 0.71 0.81 0.17
S 1.97 -1.60 0.92
Cl -2.53 -1.59 -0.10
```

As for the strongest force on any atom: 5.15 eV/A. For the energy above the lowest of the compared OMol25 structures with the same formula, charge and spin, the calculation gives 271.5 kcal per mole. As for the HOMO-LUMO gap: 8.429 eV.

Results of the natural (NBO) charge analysis, in e, for atoms 1 through 8: number 1, C, carries -0.592; number 2, C, carries -0.096; number 3, C, carries -0.340; number 4, C, carries -0.136; number 5, H, carries 0.220; number 6, H, carries 0.243; number 7, H, carries 0.304; number 8, H, carries 0.180

5.
# C4H7N2S

A gas-phase ion, C4H7N2S (charge +1) in a non-equilibrium geometry (ωB97M-V/def2-TZVPD, the Open Molecules 2025 dataset).

Geometry as XYZ:
```
14
C4H7N2S, DFT ωB97M-V/def2-TZVPD
C 0.73 -0.90 1.14
N 0.22 -0.43 -0.18
C 0.78 -0.76 -1.24
N 1.41 -0.76 -2.23
C -1.13 0.08 -0.17
C -1.53 1.35 0.06
S -0.65 2.69 0.73
H 0.83 0.02 1.85
H -0.06 -1.67 1.61
H 1.66 -1.50 1.29
H 1.58 -1.21 -3.04
H -1.83 -0.62 -0.40
H -2.60 1.51 0.20
H 0.60 2.19 0.40
```

As for the strongest force on any atom: 3.96 eV/A. The net charge is +1. For the energy above the lowest of the compared OMol25 structures with the same formula, charge and spin, the calculation gives 74.8 kcal per mole. As for the structure (SMILES): CN(C#[NH+])/C=C\S. As for the HOMO-LUMO gap: 9.028 eV.

Results of the natural (NBO) charge analysis, in e, for atoms 1 through 8: number 1, C, carries -0.461; number 2, N, carries -0.416; number 3, C, carries 0.781; number 4, N, carries -0.467; number 5, C, carries -0.135; number 6, C, carries -0.285; number 7, S, carries 0.154; number 8, H, carries 0.255